{"formula": "C21H42F3NO16", "method": "ωB97M-V/def2-TZVPD", "orbital_gap_ev": 7.572, "homo_energy_ev": -8.244, "charge": 0, "lumo_energy_ev": -0.67, "e_above_lowest_kj_mol": 445.7, "species": ["H", "C", "F", "H", "C", "H", "H", "H", "H", "O", "H", "H", "C", "C", "C", "O", "O", "H", "H", "H", "O", "H", "H", "H", "H", "O", "O", "C", "H", "H", "C", "H", "O", "C", "C", "C", "O", "H", "H", "C", "O", "N", "H", "C", "H", "H", "H", "H", "H", "C", "O", "H", "H", "H", "C", "O", "H", "C", "O", "C", "F", "H", "H", "H", "O", "H", "H", "O", "H", "O", "H", "H", "C", "C", "F", "C", "C", "O", "H", "H", "C", "H", "H"], "xyz": [[-0.566, -2.125, -2.417], [-4.989, -0.567, 0.075], [0.507, 3.971, -3.109], [4.266, 5.587, 1.906], [-2.725, -4.417, -4.577], [-2.920, -6.332, -5.386], [0.940, 1.526, -3.371], [-1.188, -0.169, 2.772], [2.338, 3.486, 4.404], [0.190, 1.347, 5.123], [-0.095, 1.931, 2.976], [-0.723, -7.285, -6.894], [-3.787, 1.009, -0.978], [-1.938, 2.016, -3.818], [3.603, -0.744, 2.694], [-0.860, -6.050, -4.947], [-4.303, 0.109, 1.116], [1.427, -0.205, 2.673], [4.509, 5.391, 3.666], [2.435, 3.214, -0.266], [3.756, 3.753, 2.799], [2.226, -0.375, 4.344], [-2.187, -0.770, 0.019], [-3.090, -2.320, -3.987], [-3.839, -4.437, -4.536], [3.906, -0.055, 1.430], [-1.251, -0.357, 5.007], [-0.478, -6.341, -6.241], [-2.722, 0.805, -1.255], [3.299, -1.748, 2.453], [3.409, 3.363, 4.152], [3.241, 2.321, 0.852], [-2.188, -2.395, -1.301], [3.468, 1.779, 4.201], [-1.653, -1.870, -0.143], [-2.055, -2.576, -3.795], [-5.456, -1.628, 0.131], [4.535, 1.512, 3.863], [-2.538, -6.380, -3.661], [-2.269, -5.905, -4.613], [-2.939, 1.767, -4.376], [2.421, 2.410, 0.476], [-2.351, -3.941, -5.659], [2.460, -0.078, 3.368], [-0.237, 3.569, -1.587], [2.921, 5.412, 2.942], [4.511, -0.992, 3.302], [-2.669, 0.515, 3.687], [-0.198, 0.575, 0.680], [-0.498, 1.643, 3.956], [2.642, 1.373, 3.385], [-1.691, -2.149, -4.547], [4.028, 3.654, 5.064], [-2.983, 1.524, 1.129], [-0.448, 3.175, -2.485], [-1.722, 3.114, -3.124], [-0.690, -5.573, -7.020], [-1.452, 0.397, 3.792], [-4.720, -0.031, -1.090], [5.054, -0.554, 0.814], [-1.416, 2.686, 4.257], [0.411, -6.427, -6.191], [-0.205, 1.074, -2.011], [2.167, 1.570, 0.245], [-0.369, 1.555, 0.445], [1.970, 2.913, 1.356], [-1.939, -2.381, 0.964], [-0.867, 1.267, -3.854], [5.914, -0.206, 1.640], [-1.965, -3.767, -3.673], [5.244, -0.001, -0.204], [-3.914, 1.933, -1.492], [3.820, 5.104, 2.798], [-1.605, -1.795, -2.546], [-4.687, 2.304, 0.872], [-3.934, 1.385, 0.601], [-0.298, 0.175, 5.694], [0.067, -0.386, 6.803], [5.059, -1.712, 0.587], [-0.578, -1.640, -0.008], [-0.015, 1.698, -2.903], [3.268, 1.424, 5.141], [-1.822, -0.677, -2.605]], "forces_ev_per_angstrom": [[0.3916, 1.1000, -0.2007], [2.8941, 0.0936, 1.1411], [-0.2217, 1.1739, -1.6538], [-0.2732, -0.8028, 0.0923], [1.8766, -2.3623, -4.4599], [0.3255, -0.4071, -0.0069], [0.8935, 0.6829, 0.6965], [-0.2057, 0.6910, 2.5199], [0.3579, 0.9496, -0.4196], [0.8745, -0.7884, 0.1889], [1.0996, -0.1841, 0.6187], [-0.7783, 0.7430, 2.0731], [1.3976, 1.7169, 2.8108], [-0.2998, -0.5265, -1.1670], [1.1770, -0.8153, -1.1064], [-2.1107, -0.4383, 1.2660], [-2.4828, -0.2003, -1.1737], [2.8311, 0.1971, 1.8168], [-0.9430, 0.3002, -1.0556], [-0.1741, -2.5410, 1.2784], [0.1136, -2.8348, 1.3729], [-0.0581, -0.8705, 1.5145], [1.5957, -2.4263, -0.1518], [-1.2614, 0.7914, 0.3882], [0.6225, 0.8064, 0.5820], [-1.2994, -0.5555, 1.0382], [-0.5362, 0.0347, -2.0240], [-10.3252, 0.3441, -3.6850], [-0.8806, -0.8551, 0.6609], [-0.4874, -0.6026, -0.3427], [-0.2177, -3.3706, 1.2429], [7.0482, -0.5772, 2.4542], [0.3587, -0.2148, -1.4029], [7.7652, 5.1601, 2.0291], [-2.2494, 3.3299, 4.0853], [-5.4879, 9.7695, 6.4766], [-1.9199, -1.9519, 1.3220], [-0.6251, 0.1656, 0.8528], [0.6671, 0.0085, -0.1203], [-0.2842, 0.9290, -1.1351], [-1.6103, -0.1188, -0.6002], [-3.4464, 10.8399, 0.7021], [-1.4366, -1.1871, 2.0605], [-2.9003, 2.3136, -3.6372], [-1.5305, 0.2782, 4.2044], [-5.7266, 2.9581, 1.0393], [-0.3341, 1.2001, -0.3104], [3.3191, 0.4923, 0.3770], [-0.5172, 2.2034, -0.6518], [-4.7607, -0.6021, 0.0640], [-7.1081, -4.5424, -6.7545], [4.3528, 3.4703, -6.7573], [-0.2401, 0.6606, -1.7827], [0.3848, 0.3251, -0.6980], [1.2470, -4.3041, -5.7826], [0.5659, 3.6191, 2.5502], [-0.1464, 0.2261, 0.7912], [-2.0002, -0.9314, -2.7046], [0.3845, 1.8027, -2.1739], [2.8736, 0.3218, 0.4243], [1.0321, 0.0475, 0.0665], [11.8341, -0.7502, 0.6205], [0.7346, 0.1688, 0.0550], [-3.5403, -5.9078, -1.8931], [0.9777, -2.0621, 0.7210], [-0.1022, -2.1120, -2.1772], [0.3372, 0.5038, -3.4832], [-1.1669, -1.0147, -1.7296], [-1.3602, -1.4533, -2.5869], [1.4341, -11.4186, 2.5374], [-0.4677, -0.9625, 2.0627], [-1.4579, 0.4255, -0.9844], [6.7532, 1.2306, 0.2689], [-0.0070, -0.9218, 1.5427], [-5.4625, 5.2999, 1.2480], [7.1586, -6.4420, -2.1327], [1.9193, -2.3668, 5.9556], [-0.8541, 3.6416, -5.4336], [-0.0680, 2.1886, 0.7019], [-0.0887, -0.5432, -0.9943], [1.3490, -0.0505, 3.6722], [-0.0228, -0.6193, 3.1374], [0.5302, -1.5689, 0.0485]], "lowdin_charge": [0.129, -0.575, 0.000, 0.110, -0.185, 0.117, 0.138, 0.144, 0.136, 0.100, 0.126, 0.130, -0.045, -0.654, -0.184, -0.137, 0.076, 0.191, 0.122, 0.211, -0.181, 0.109, 0.094, 0.141, 0.147, -0.249, 0.084, -0.143, 0.105, 0.121, -0.125, 0.015, -0.187, -0.349, -0.186, -0.388, 0.203, 0.157, 0.127, -0.145, 0.198, 0.339, 0.186, -0.096, 0.114, 0.026, 0.140, 0.191, -0.107, -0.278, -0.154, 0.064, 0.154, 0.137, -0.178, 0.156, 0.100, -0.040, 0.097, -0.148, -0.008, -0.034, 0.105, 0.020, -0.484, 0.192, 0.144, 0.078, 0.140, -0.035, 0.107, 0.115, -0.145, -0.051, 0.208, -0.428, -0.484, 0.058, 0.116, 0.057, -0.108, 0.111, 0.124]}